A structure of composition C8H35AsF6N9O9, computed with wB97M-V/def2-TZVPD.

Output
2S+1: 1
E_HOMO: -0.2645 Eh
frontier orbital gap: 9.434 eV
total charge: -1

```
68
C8H35AsF6N9O9, DFT wB97M-V/def2-TZVPD
H -19.83528 -13.20851 20.80396
C -18.94274 -6.94655 13.77015
H -20.38958 -6.28189 19.97895
C -18.65263 -8.11637 12.80073
O -19.21103 -12.37508 16.26295
H -22.36007 -9.08819 16.20554
H -21.82210 -4.17697 22.88841
H -20.23774 -9.21958 13.67500
H -16.04097 -5.90863 16.98275
O -22.19761 -3.41686 15.91051
O -24.15819 -10.51641 21.56249
H -18.84126 -9.62226 14.25176
C -22.95899 -10.28940 21.42784
H -19.05000 -4.31307 14.36535
H -21.77506 -5.32398 14.50847
N -21.12796 -4.16190 22.16191
H -19.03976 -8.62283 10.71053
F -18.11031 -8.99615 16.44699
F -20.14212 -8.05572 19.11130
H -17.92965 -5.17509 15.45320
H -20.34891 -7.71629 11.40490
H -22.33506 -12.04116 22.29870
N -22.41735 -9.30836 20.65621
O -17.84505 -11.46353 22.50668
H -19.99259 -6.67083 13.62249
C -18.10569 -4.86691 14.41446
H -21.68319 -3.92476 18.21076
H -18.60418 -13.00168 16.66938
N -19.17751 -13.09350 21.54981
H -19.22131 -11.61327 16.86422
C -19.26771 -7.86117 11.45846
H -21.45212 -9.07458 20.76812
H -23.09602 -8.78718 20.12999
C -21.83449 -4.53481 16.33293
H -19.30731 -11.41805 19.72298
C -21.09086 -5.31307 21.41743
F -20.52029 -8.19274 16.73046
H -15.72242 -7.01466 14.39042
H -18.87302 -6.92202 11.05216
F -19.65167 -10.16943 17.94059
O -21.90496 -6.21024 21.67616
H -19.05451 -13.71965 22.32042
H -20.44002 -3.43794 22.24677
H -16.48473 -7.47798 15.63349
O -22.95084 -9.37625 16.90343
N -18.82141 -11.06561 20.52822
H -17.56713 -8.19660 12.85279
F -18.78365 -6.78184 17.51368
F -17.75049 -8.67596 18.79825
H -20.93410 -6.25027 15.68244
N -22.00735 -11.14860 21.98603
O -16.35504 -5.55699 17.82823
H -19.55488 -4.66368 20.19313
H -21.13752 -11.06862 21.48619
H -21.19966 -5.58184 17.94091
As -19.12901 -8.50429 17.76633
O -18.05070 -5.87483 13.44360
H -22.44584 -9.24281 17.71097
H -18.77201 -7.26762 14.80212
H -17.29421 -5.80589 17.85490
H -18.58694 -10.09189 20.54611
O -15.67138 -7.03352 15.35349
H -17.30672 -4.12371 14.32393
N -21.70794 -4.76068 17.65620
N -19.26894 -9.31282 13.38450
C -18.56984 -11.88210 21.59787
N -20.21506 -5.38033 20.41018
N -21.64045 -5.56005 15.47429
```

=====

An isolated molecule of C5H7NO, computed with wB97M-V/def2-TZVPD.

Output
2S+1: 1
E_HOMO: -0.3424 Eh
SMILES string: O=C1CC=CCN1
frontier orbital gap: 10.102 eV
total charge: 0
energy relative to the best compared isomer or geometry (same formula, charge and spin): 43.4 kJ/mol

```
14
C5H7NO, DFT wB97M-V/def2-TZVPD
H -1.09352 1.52631 -1.63755
H 1.02565 -1.32793 1.70603
H 2.39562 0.24267 0.49076
H 1.07991 1.23691 1.17582
C -0.64287 -1.15142 0.62459
C -1.28632 -0.41577 -0.54233
C -0.55303 0.80623 -1.02943
O -1.23433 -2.02501 1.23447
N 0.65181 -0.82370 0.91223
H -2.32284 -0.21606 -0.25671
C 1.31097 0.39790 0.50263
C 0.71902 1.02492 -0.71632
H 1.29158 1.86656 -1.09753
H -1.34166 -1.14160 -1.36667
```

=====

The ion HO3S with charge -1, computed with wB97M-V/def2-TZVPD.

Output
2S+1: 1
E_HOMO: -0.1542 Eh
frontier orbital gap: 8.464 eV
total charge: -1
energy relative to the best compared isomer or geometry (same formula, charge and spin): 0.0 kJ/mol

```
5
HO3S, DFT wB97M-V/def2-TZVPD
O -0.50087 -1.12024 -0.62774
H 1.37972 -0.10862 0.01158
O 0.90999 0.75462 -0.18080
O -1.03807 0.19324 1.10602
S -0.75077 0.28100 -0.30906
```

=====

An isolated molecule of C5H4N2O, computed with wB97M-V/def2-TZVPD.

Output
2S+1: 1
E_HOMO: -0.3735 Eh
SMILES string: O=c1ccnccn1
frontier orbital gap: 9.339 eV
total charge: 0
energy relative to the best compared isomer or geometry (same formula, charge and spin): 274.6 kJ/mol

```
12
C5H4N2O, DFT wB97M-V/def2-TZVPD
N -1.20771 -1.12825 -0.49464
C 0.02599 -1.45349 -0.36001
N 1.35021 0.33555 0.64011
C -0.60660 1.17787 -0.60737
C 0.62721 1.24063 -0.12411
O -2.23088 0.14093 1.05916
H 0.34855 -2.36719 -0.73500
C 1.02600 -0.87344 0.51264
H -0.81290 2.17234 -0.75818
C -1.46487 0.15819 -0.02231
H 1.77076 -1.57481 1.08971
H 1.17424 2.17168 -0.19999
```

=====

Number 1: E -117856.54196 eV. Number 2: E -8835.75344 eV. Number 3: E -16994.88857 eV. Number 4: E -10273.91613 eV.